# 1
10
Properties=species:S:1:pos:R:3:forces:R:3:lowdin_charge:R:1 method="wB97M-V/def2-TZVPD" energy_ha=-247.2106 total_charge=0 smiles="O=C1CCN1" de_lowest_ev=2.630 e_lumo_ev=0.97 homo_lumo_gap_ha=0.390
O -0.535 1.736 1.338 -0.626 -0.997 1.127 0.008
C -0.277 0.735 0.655 -0.276 0.284 0.581 -0.582
C -0.307 -0.793 0.502 -0.040 0.006 0.080 -0.050
C 0.392 -0.501 -0.861 0.083 0.110 -0.123 -0.110
N 0.302 0.982 -0.493 -0.276 0.788 0.653 0.066
H 0.290 -1.344 1.235 -0.086 0.162 -0.158 0.110
H -1.307 -1.231 0.440 0.194 0.135 -0.021 0.110
H 1.414 -0.888 -0.949 -0.200 0.298 0.060 0.103
H -0.182 -0.788 -1.749 0.106 0.293 0.221 0.103
H 0.210 2.093 -0.118 1.121 -1.080 -2.422 0.242

# 2
11
Properties=species:S:1:pos:R:3:forces:R:3:lowdin_charge:R:1 method="wB97M-V/def2-TZVPD" energy_ha=-322.5118 total_charge=-1 spin_multiplicity=2 de_lowest_ev=0.995 e_lumo_ev="4.38 / 4.24" homo_lumo_gap_ha="0.142 / 0.320"
O 0.943 -0.868 1.729 1.510 -1.368 3.396 -0.103
C 0.331 -0.427 0.784 -0.907 0.842 -4.549 -0.598
N 1.090 -0.154 -0.417 -1.524 0.568 0.566 0.063
C 0.571 0.355 -1.549 -2.030 0.292 -1.880 -0.450
O 1.188 0.927 -2.532 -0.798 -1.137 1.810 -0.206
C -1.188 -0.067 0.840 4.182 2.131 2.734 -0.073
H 2.093 -0.108 -0.411 0.405 -0.178 0.748 0.124
H -0.581 0.091 -1.529 1.871 0.848 -0.699 0.113
H -1.934 -0.408 0.227 -1.467 -0.785 -1.920 0.011
H -1.184 1.056 1.010 -0.502 -0.660 -0.876 0.078
H -1.329 -0.398 1.848 -0.740 -0.552 0.668 0.042

Please write out number 2 again, unchanged.
11
Properties=species:S:1:pos:R:3:forces:R:3:lowdin_charge:R:1 method="wB97M-V/def2-TZVPD" energy_ha=-322.5118 total_charge=-1 spin_multiplicity=2 de_lowest_ev=0.995 e_lumo_ev="4.38 / 4.24" homo_lumo_gap_ha="0.142 / 0.320"
O 0.943 -0.868 1.729 1.510 -1.368 3.396 -0.103
C 0.331 -0.427 0.784 -0.907 0.842 -4.549 -0.598
N 1.090 -0.154 -0.417 -1.524 0.568 0.566 0.063
C 0.571 0.355 -1.549 -2.030 0.292 -1.880 -0.450
O 1.188 0.927 -2.532 -0.798 -1.137 1.810 -0.206
C -1.188 -0.067 0.840 4.182 2.131 2.734 -0.073
H 2.093 -0.108 -0.411 0.405 -0.178 0.748 0.124
H -0.581 0.091 -1.529 1.871 0.848 -0.699 0.113
H -1.934 -0.408 0.227 -1.467 -0.785 -1.920 0.011
H -1.184 1.056 1.010 -0.502 -0.660 -0.876 0.078
H -1.329 -0.398 1.848 -0.740 -0.552 0.668 0.042